Record 1
82
Properties=species:S:1:pos:R:3:forces:R:3:mulliken_charge:R:1 method="wB97M-V/def2-TZVPD" lumo_ev=-2.15 relative_energy_ev=0.5631 homo_ev=-7.915
C 0.6877 -7.7658 1.5886 0.4 -0.1 0.2 -0.68
C 0.3889 -6.5379 1.0875 -0.7 -0.5 -0.3 -0.28
N 1.2418 -5.8396 0.1432 0.6 1.0 3.5 -0.09
O 1.3403 -6.5047 -1.0544 0.3 -0.5 -0.2 -0.33
S 2.8018 -5.4270 0.7369 2.6 1.9 -3.5 1.26
O 3.7998 -6.3217 0.3017 -0.1 -2.3 0.7 -0.60
O 3.0903 -4.1198 0.2547 -1.3 0.9 1.0 -0.63
F 2.8019 -5.3485 2.2897 -1.1 -0.5 0.0 -0.21
H 0.1226 -8.6522 1.3234 -1.4 0.3 1.6 0.30
H 1.4995 -7.9071 2.3002 1.4 -0.4 -1.5 0.28
H -0.5261 -6.0243 1.3612 -0.8 -0.4 -1.5 0.38
H 1.5793 -7.4383 -0.8927 0.1 0.2 0.1 0.42
C -2.6068 -3.6694 -2.8770 0.0 0.0 0.0 -0.46
C -3.3342 -4.6423 -2.1418 0.0 0.0 0.0 -0.68
C -2.4446 -5.2752 -1.3138 0.1 0.0 0.0 -0.24
N -1.2104 -4.7253 -1.5235 0.0 0.0 0.1 0.17
C -1.3002 -3.7449 -2.4701 0.0 0.0 0.0 -0.67
H -2.9974 -2.9918 -3.6181 0.0 0.0 0.0 0.50
H -4.3882 -4.8528 -2.2119 0.0 0.0 0.0 0.39
H -2.5845 -6.0669 -0.5973 0.0 0.0 0.0 0.34
H -0.3643 -4.9975 -1.0536 -0.1 0.1 -0.1 0.34
H -0.4294 -3.1881 -2.7723 0.0 0.0 0.0 0.49
C -3.1393 0.5035 -3.1478 0.0 0.0 -0.1 0.30
C -2.8639 1.7723 -3.7275 0.0 0.0 0.0 -0.63
C -1.5034 1.9231 -3.7488 0.1 0.0 0.0 -0.50
N -0.9492 0.7978 -3.2022 -0.1 0.0 0.0 0.06
C -1.9382 -0.0741 -2.8379 0.1 0.0 0.1 -1.05
H -4.1076 0.0650 -2.9788 0.0 0.0 0.0 0.39
H -3.5816 2.4910 -4.0876 0.0 0.0 0.0 0.41
H -0.8852 2.7299 -4.1029 0.0 0.0 0.0 0.39
H 0.0343 0.6365 -3.0866 0.0 0.0 0.0 0.19
H -1.7031 -1.0240 -2.3905 -0.1 0.0 0.0 0.41
C -7.1833 1.6552 -0.6887 0.0 0.0 0.0 -0.06
C -8.1074 0.6485 -0.2992 0.0 0.0 0.0 -0.50
C -7.9725 -0.3896 -1.1807 0.0 0.0 0.0 -0.53
N -7.0064 -0.0469 -2.0878 0.0 0.0 0.0 0.02
C -6.5176 1.1950 -1.7924 0.0 0.0 -0.1 -0.54
H -7.0256 2.6077 -0.2117 -0.1 0.0 0.0 0.32
H -8.7912 0.6831 0.5323 0.0 0.0 0.0 0.40
H -8.4782 -1.3376 -1.2415 0.0 0.0 0.0 0.38
H -6.7031 -0.6205 -2.8532 0.0 0.0 0.0 0.21
H -5.7432 1.6426 -2.3907 0.0 0.0 0.0 0.29
C -5.8773 6.3362 2.7536 0.0 0.0 0.0 -0.33
C -6.8003 5.3291 3.1435 0.0 0.0 0.0 -0.63
C -6.6662 4.2896 2.2629 0.0 0.0 -0.1 -0.20
N -5.7008 4.6309 1.3548 0.0 0.0 0.1 0.04
C -5.2128 5.8744 1.6495 0.0 0.0 -0.1 -0.56
H -5.7192 7.2892 3.2299 0.0 0.0 0.0 0.39
H -7.4837 5.3642 3.9752 0.0 0.0 0.0 0.38
H -7.1721 3.3411 2.2034 0.0 0.0 0.0 0.36
H -5.3972 4.0570 0.5893 0.0 0.0 0.0 0.21
H -4.4388 6.3216 1.0500 0.0 0.0 0.0 0.37
C 3.4884 0.2925 2.4734 -0.1 0.0 0.0 -0.24
C 4.8037 -0.1608 2.7496 0.1 0.0 0.0 -0.85
C 4.8079 -1.5203 2.5805 0.0 -0.1 0.0 -0.33
N 3.5479 -1.9046 2.2144 0.0 0.3 0.2 0.14
C 2.7378 -0.8068 2.1454 0.0 -0.1 0.0 -0.63
H 3.1352 1.3089 2.5111 0.0 0.0 0.0 0.42
H 5.6491 0.4417 3.0383 0.0 0.0 0.0 0.45
H 5.5972 -2.2442 2.6889 0.0 0.0 0.0 0.39
H 3.2591 -2.8416 2.0194 0.0 0.0 -0.2 0.24
H 1.7010 -0.9009 1.8698 0.0 0.0 0.0 0.38
C 4.3175 5.1842 0.3828 0.0 0.0 0.0 -0.38
C 4.0837 4.1381 -0.5518 0.1 -0.1 0.0 -0.58
C 3.1166 3.3254 -0.0209 0.0 -0.1 0.0 -0.45
N 2.7610 3.8382 1.1951 0.0 0.0 0.0 0.02
C 3.4842 4.9718 1.4478 0.0 0.0 0.0 -0.58
H 5.0156 5.9983 0.2825 0.0 0.0 0.0 0.43
H 4.5696 3.9999 -1.5038 0.0 0.0 0.0 0.47
H 2.6539 2.4310 -0.4013 0.0 0.0 0.0 0.46
H 2.0733 3.4428 1.8098 0.0 0.0 0.0 0.25
H 3.3443 5.5263 2.3595 0.0 0.0 0.0 0.40
C 9.4030 2.2878 0.8425 0.0 0.0 0.0 -0.64
C 9.0907 0.9701 0.4120 0.0 0.0 0.0 -0.37
C 7.7496 0.9403 0.1341 -0.1 0.0 0.0 -0.61
N 7.2409 2.1843 0.3829 0.0 0.0 0.0 0.14
C 8.2407 3.0124 0.8101 0.0 0.0 0.0 -0.30
H 10.3689 2.6603 1.1400 0.0 0.0 0.0 0.38
H 9.7718 0.1410 0.3170 0.0 0.0 0.0 0.40
H 7.1152 0.1444 -0.2167 0.0 0.0 0.0 0.40
H 6.2776 2.4507 0.2687 0.0 0.0 0.0 0.19
H 8.0395 4.0413 1.0544 0.0 0.0 0.0 0.40


Record 2
74
Properties=species:S:1:pos:R:3:forces:R:3:lowdin_spin:R:1 method="wB97M-V/def2-TZVPD" total_charge=+1 lumo_ev="-1.85 / -5.48" relative_energy_ev=0.0000 spin_multiplicity=6 homo_ev="-8.550 / -11.451"
Ru 0.0767 -0.4508 -0.1996 0.9 -0.7 0.2 2.91
C 0.5241 1.2796 -1.4636 0.3 1.2 1.1 0.08
C -0.5336 1.9240 -0.7015 1.1 1.0 -0.6 0.31
C 1.2449 1.5686 0.7401 -0.5 1.5 -0.5 0.22
C 1.6629 1.1380 -0.5657 -1.0 0.7 -0.1 0.15
C -0.0847 2.0813 0.6455 1.2 -0.5 0.1 0.24
C 0.6735 1.2082 -2.9386 0.0 0.0 -0.4 0.02
H -0.2905 1.2203 -3.4486 0.1 0.0 0.0 0.00
H 1.2135 0.2982 -3.2119 -0.1 0.1 -0.2 0.00
H 1.2622 2.0627 -3.3025 -0.2 -0.2 0.0 0.00
C 3.0666 0.9410 -0.9998 0.2 -0.2 -0.1 0.02
H 3.0973 0.4480 -1.9753 0.2 0.0 0.2 0.00
H 3.6372 0.3536 -0.2734 0.0 0.1 -0.2 0.00
H 3.5563 1.9246 -1.0987 -0.1 -0.3 0.0 0.01
C 2.1227 1.6307 1.9291 0.1 -0.1 0.3 0.03
H 2.6937 2.5734 1.9237 -0.1 -0.2 0.1 0.01
H 2.8369 0.7976 1.9348 -0.1 0.2 0.1 0.00
H 1.5323 1.5922 2.8543 0.3 0.1 -0.2 0.00
C -0.8071 2.7117 1.7677 -0.2 0.3 0.2 0.02
H -0.4509 3.7393 1.9122 -0.1 -0.1 0.1 0.01
H -0.6258 2.1699 2.7018 -0.1 0.1 0.0 0.00
H -1.8818 2.7550 1.5799 0.1 0.1 0.1 0.00
C -1.7759 2.5006 -1.2642 -0.3 -0.1 -0.1 0.05
H -1.6688 3.5932 -1.3794 -0.1 -0.3 0.1 0.02
H -2.6357 2.3262 -0.6009 0.1 0.1 -0.2 0.01
H -1.9988 2.0849 -2.2527 0.0 0.1 0.2 0.00
C -4.3375 -4.9633 -3.0307 0.3 0.3 -0.5 0.00
C -4.7381 -3.9501 -3.8091 0.2 -0.6 0.0 0.00
C -6.1248 -3.3809 -3.8894 -0.3 0.4 0.1 0.00
C -6.9824 -3.4449 -2.6042 -0.6 0.0 -0.5 0.00
C -6.3210 -2.9447 -1.3605 0.2 0.1 0.6 0.00
C -5.5505 -3.6456 -0.5199 -0.6 0.3 0.0 0.00
C -5.1995 -5.0998 -0.6170 0.2 -0.3 -0.1 0.00
C -5.1719 -5.7093 -2.0367 -0.1 -0.6 0.3 0.00
H -6.7039 -3.8782 -4.6891 0.3 0.1 0.2 0.00
H -7.3668 -4.4624 -2.4711 0.0 0.4 0.0 0.00
H -6.0339 -2.3310 -4.2119 -0.1 -0.2 0.1 0.00
H -6.1976 -5.8486 -2.3950 0.4 -0.1 0.1 0.00
H -3.3297 -5.3798 -3.1468 -0.1 0.5 0.0 0.00
H -4.0489 -3.5230 -4.5451 0.0 -0.3 0.3 0.00
H -4.7377 -6.7188 -1.9405 -0.3 0.3 0.0 0.00
H -4.2137 -5.2412 -0.1427 -0.2 0.0 -0.1 0.00
H -5.1772 -3.1627 0.3899 -0.3 0.0 -0.2 0.00
H -5.9015 -5.7035 -0.0130 0.2 0.3 -0.1 0.00
H -7.8616 -2.8019 -2.7790 0.2 -0.3 0.0 0.00
H -6.5854 -1.9083 -1.1190 0.4 -0.3 0.1 0.00
P -1.2035 -1.8197 -1.4663 -1.3 -1.0 -1.2 0.17
P -1.3875 -1.0455 1.5155 -1.0 0.4 0.7 0.15
C -2.3634 -2.8229 -0.4127 0.0 -0.1 -0.9 0.03
C -2.1245 -2.6908 1.0819 0.2 -0.1 1.0 0.02
H -2.2559 -3.8693 -0.7338 -0.1 0.2 0.1 0.00
H -3.3884 -2.5265 -0.6782 0.3 0.0 0.0 0.00
H -3.0742 -2.7802 1.6354 0.3 0.0 -0.1 0.00
H -1.4606 -3.4886 1.4458 -0.1 0.3 -0.1 0.00
C -0.6714 -1.0197 3.1667 -0.2 -0.6 0.7 0.03
H -0.5305 0.0228 3.4877 -0.1 -0.3 -0.2 0.00
H 0.3014 -1.5277 3.1732 -0.3 0.1 0.0 0.00
H -1.3585 -1.5205 3.8640 0.3 0.2 0.1 0.01
C -2.8549 0.0148 1.6397 -0.5 -0.1 0.4 0.04
H -3.6459 -0.5526 2.1522 0.0 0.3 -0.1 0.01
H -3.2031 0.3193 0.6441 0.0 -0.1 0.3 0.00
H -2.6217 0.9085 2.2311 -0.1 -0.3 -0.2 0.00
C -0.2247 -2.9172 -2.4971 -0.2 -0.6 -0.4 0.03
H 0.4211 -2.3075 -3.1419 -0.1 -0.2 0.2 0.00
H -0.8988 -3.5193 -3.1212 0.3 0.0 0.0 0.01
H 0.3989 -3.5748 -1.8787 -0.1 0.2 -0.2 0.00
C -2.2237 -0.8625 -2.6213 -0.5 -0.3 -0.4 0.05
H -2.7483 -0.0529 -2.0955 0.1 -0.3 -0.1 0.00
H -2.9524 -1.5294 -3.1049 0.0 0.3 0.0 0.01
H -1.5684 -0.4277 -3.3882 -0.2 -0.1 0.2 0.00
F 2.3875 -2.2104 -0.4866 -0.1 -0.3 0.5 0.05
C 1.4209 -1.9555 0.4551 1.4 -0.5 0.3 0.16
F 0.8331 -3.1834 0.7348 0.5 0.4 -0.1 0.04
F 2.0954 -1.6065 1.6112 0.0 -0.4 -0.4 0.05


Record 3
74
Properties=species:S:1:pos:R:3:forces:R:3:mulliken_charge:R:1 method="wB97M-V/def2-TZVPD" total_charge=-1 lumo_ev=2.01 relative_energy_ev=0.3372 homo_ev=-5.579
Y -0.1014 0.2874 -0.0843 -0.1 0.4 0.1 1.41
O 4.5736 -0.9656 -3.2899 0.0 0.0 0.1 -0.68
C 3.5856 -0.7729 -4.1803 0.0 0.0 0.0 0.38
C 3.9090 -0.8590 -5.5352 0.0 0.0 0.0 -0.67
C 2.9410 -0.6627 -6.5004 0.0 0.0 0.0 -0.31
C 1.6272 -0.3780 -6.1407 0.0 0.0 0.0 -0.77
C 1.3003 -0.2996 -4.8007 0.0 0.0 0.0 -0.55
C 2.2577 -0.4943 -3.8054 0.0 0.0 0.0 0.26
C 1.8321 -0.4070 -2.3894 0.0 0.0 0.0 1.12
O 0.5862 -0.2047 -2.1321 0.0 0.1 0.1 -1.03
N 2.7562 -0.5435 -1.4678 0.0 0.0 -0.1 -1.20
N 2.2215 -0.4439 -0.1874 0.1 -0.1 -0.1 0.77
C 3.0856 -0.4947 0.7569 -0.1 0.0 0.1 -0.39
C 2.7822 -0.4176 2.1712 0.0 0.0 0.0 0.68
C 3.8682 -0.4864 3.0572 0.0 0.0 0.0 -0.82
C 3.7026 -0.4385 4.4223 0.0 0.0 0.0 -0.70
C 2.4053 -0.3239 4.9327 0.1 0.0 0.0 -0.38
C 1.3200 -0.2562 4.0909 0.0 0.0 -0.1 -0.57
C 1.4665 -0.2936 2.6868 -0.1 -0.1 0.2 0.25
O 0.3990 -0.2287 1.9406 0.1 0.1 -0.2 -0.60
H 4.1752 -0.8404 -2.3880 0.0 -0.1 0.0 0.60
H 4.9345 -1.0806 -5.8012 0.0 0.0 0.0 0.41
H 3.2133 -0.7321 -7.5470 0.0 0.0 0.0 0.36
H 0.8696 -0.2236 -6.8971 0.0 0.0 0.0 0.41
H 0.2874 -0.0886 -4.4856 0.0 0.0 0.0 0.43
H 4.1345 -0.5992 0.4767 0.0 0.0 0.0 0.19
H 4.8631 -0.5820 2.6353 0.0 0.0 0.0 0.36
H 4.5560 -0.4934 5.0846 0.0 0.0 0.0 0.38
H 2.2513 -0.2903 6.0050 0.0 0.0 0.0 0.38
H 0.3116 -0.1704 4.4749 0.0 0.0 0.0 0.43
O -5.4403 -2.7134 -1.7423 0.0 0.0 0.0 -0.72
S -5.0128 -2.3266 -0.4272 0.0 0.0 0.0 1.25
O -5.2042 -3.2781 0.6395 0.0 0.0 0.0 -0.68
N -3.4674 -1.7999 -0.4347 0.0 0.1 0.0 -0.44
C -3.3977 -0.5334 -0.1070 -0.1 -0.1 0.0 0.64
O -2.3250 0.1242 0.0130 0.3 -0.1 -0.1 -0.82
C -4.7149 0.1345 0.1469 0.0 0.0 0.0 0.29
C -4.9613 1.4583 0.4601 0.0 0.0 0.0 -0.41
C -6.2863 1.8377 0.6470 0.0 0.0 0.0 -0.64
C -7.3218 0.9157 0.5238 0.0 0.0 0.0 -0.41
C -7.0651 -0.4133 0.2008 0.0 0.0 0.0 -0.58
C -5.7470 -0.7716 0.0168 0.0 0.0 0.0 -0.06
H -4.1508 2.1725 0.5339 0.0 0.0 0.0 0.48
H -6.5131 2.8688 0.8858 0.0 0.0 0.0 0.42
H -8.3454 1.2355 0.6742 0.0 0.0 0.0 0.37
H -7.8649 -1.1340 0.0938 0.0 0.0 0.0 0.43
Br 1.4419 -6.3497 -1.0007 0.0 0.0 0.0 -0.22
C -0.3157 -6.0159 -0.3832 -0.1 0.0 0.0 -0.08
C -1.1932 -7.0892 -0.3356 0.0 0.0 0.0 -0.39
C -2.4947 -6.9005 0.1006 0.0 0.0 0.0 -0.57
C -2.9208 -5.6415 0.4919 0.0 0.1 0.0 -0.63
C -2.0399 -4.5707 0.4537 -0.1 -0.1 0.0 -0.36
C -0.7366 -4.7504 0.0121 0.1 0.0 0.0 0.33
I 0.5432 -3.1002 -0.0227 0.0 -0.2 0.0 0.35
H -0.8498 -8.0657 -0.6485 0.0 0.0 0.0 0.38
H -3.1754 -7.7419 0.1232 0.0 0.0 0.0 0.35
H -3.9385 -5.4612 0.8096 0.0 0.0 0.0 0.45
H -2.3853 -3.5873 0.7371 0.0 0.0 0.0 0.47
O -1.7635 4.0923 -2.3520 0.0 0.0 0.0 -0.69
S -1.5886 3.9644 -0.9353 0.0 0.0 0.0 1.19
O -2.7614 3.9801 -0.1029 0.0 0.0 0.0 -0.66
N -0.6338 2.6917 -0.5684 0.0 -0.1 0.1 -0.66
C 0.4928 3.0680 0.0480 0.0 0.1 -0.1 1.67
O 1.3037 2.2262 0.4738 -0.1 -0.1 -0.1 -0.74
C 0.6550 4.5441 0.1743 0.0 0.0 0.0 -0.23
C 1.7104 5.2478 0.7235 0.0 0.0 0.0 -0.47
C 1.6290 6.6344 0.7265 0.0 0.0 0.0 -0.59
C 0.5168 7.2834 0.1957 0.0 0.0 0.0 -0.43
C -0.5430 6.5682 -0.3506 0.0 0.0 0.0 -0.55
C -0.4443 5.1922 -0.3480 0.0 0.0 0.0 0.01
H 2.5611 4.7175 1.1306 0.0 0.0 0.0 0.55
H 2.4380 7.2186 1.1453 0.0 0.0 0.0 0.38
H 0.4725 8.3650 0.2067 0.0 0.0 0.0 0.38
H -1.4081 7.0704 -0.7625 0.0 0.0 0.0 0.45


Record 4
91
Properties=species:S:1:pos:R:3:forces:R:3:lowdin_spin:R:1 method="wB97M-V/def2-TZVPD" lumo_ev="0.61 / -0.55" relative_energy_ev=0.0000 spin_multiplicity=6 homo_ev="-6.969 / -7.267"
Ru -0.7787 0.0719 -1.6416 -0.3 -0.4 0.1 3.61
C 3.1713 0.3218 -3.9671 0.0 0.0 0.0 0.00
C 1.8140 0.4673 -3.3566 0.0 0.2 0.0 0.03
N 1.0795 -0.5249 -3.0038 -0.1 0.0 0.1 0.09
O 1.6637 -1.7724 -3.2027 -0.1 -0.1 0.0 0.01
C 1.2719 1.8114 -3.1446 0.1 -0.2 0.0 0.03
C 1.9352 3.0460 -3.6598 0.0 0.0 0.0 0.01
N 0.1411 1.8547 -2.4959 -0.1 0.1 0.2 0.12
O -0.4773 2.9398 -2.2432 0.1 0.0 -0.1 0.07
H 3.4756 -0.7171 -4.0239 0.0 0.0 0.0 0.00
H 3.8968 0.8830 -3.3761 0.0 0.0 0.0 0.00
H 3.1737 0.7530 -4.9697 0.0 0.0 0.0 0.00
H 0.9304 -2.3756 -3.0305 0.0 -0.1 0.0 0.00
H 2.9942 3.0769 -3.3969 0.0 0.0 0.0 0.00
H 1.4342 3.9080 -3.2244 0.0 0.0 0.0 0.00
H 1.8624 3.1232 -4.7478 0.0 0.0 0.0 0.00
C -3.3070 1.9576 -0.9576 0.0 0.0 0.1 0.02
Si -3.6931 0.7913 -2.3770 0.0 0.1 0.1 0.03
C -5.5545 0.5799 -2.3302 -0.1 -0.1 0.0 0.01
C -3.2387 1.5793 -4.0066 0.0 0.0 -0.1 0.00
N -2.7064 -0.6304 -2.1671 0.2 0.0 0.0 0.20
C -3.0511 -1.9526 -2.0063 -0.2 0.1 0.1 0.02
C -4.3699 -2.4474 -2.0099 0.0 -0.1 -0.1 0.02
C -4.6599 -3.7929 -1.8540 0.0 0.0 0.0 0.00
C -3.6540 -4.7310 -1.6741 0.0 0.0 0.0 0.02
C -2.3386 -4.2893 -1.6547 -0.1 0.0 0.0 0.00
C -2.0890 -2.9507 -1.8185 0.2 0.1 0.1 0.02
F -0.7684 -2.5527 -1.7708 0.1 0.0 -0.2 0.04
H -3.7974 2.9194 -1.1324 -0.1 0.0 0.0 0.00
H -2.2500 2.1955 -0.8145 0.0 0.0 -0.1 0.01
H -3.6880 1.5307 -0.0257 0.0 0.0 0.0 0.00
H -5.9985 1.5767 -2.3950 0.0 0.0 0.0 0.00
H -5.8962 0.1267 -1.3980 0.0 0.0 0.0 0.00
H -5.9393 -0.0078 -3.1658 0.0 0.0 0.0 0.00
H -3.6160 2.6017 -4.0765 0.0 0.0 0.0 0.00
H -3.6586 0.9989 -4.8324 0.0 0.0 0.0 0.00
H -2.1560 1.6234 -4.1367 0.0 0.0 0.0 0.00
H -5.1785 -1.7484 -2.1463 0.0 -0.1 0.0 0.00
H -5.6948 -4.1106 -1.8705 0.0 0.0 0.0 0.00
H -3.8819 -5.7796 -1.5453 0.0 0.0 0.0 0.00
H -1.5083 -4.9678 -1.5085 0.0 0.0 0.0 0.00
N -0.5783 -0.3763 0.2315 0.2 0.2 -0.2 0.44
P 0.5720 -0.1402 1.2695 0.0 0.0 0.0 0.11
N -0.0722 -0.1853 2.7937 -0.1 0.1 0.0 0.02
C -1.5251 -0.1483 3.0128 0.0 -0.1 0.0 0.01
C -1.8574 0.8771 4.0855 0.0 0.0 0.0 0.00
C -1.2271 0.4850 5.4333 0.0 0.0 0.0 0.00
C 0.0332 -0.3651 5.2240 0.0 0.0 0.0 0.00
C 0.7699 0.0656 3.9650 0.0 0.0 0.0 0.00
N 1.7756 -1.3048 1.3043 -0.1 -0.1 -0.1 0.02
C 1.3436 -2.6307 1.7785 0.1 0.1 0.0 0.00
C 2.5599 -3.4940 2.0797 0.0 0.0 0.0 0.00
C 3.4462 -3.6328 0.8465 0.0 0.0 0.0 0.00
C 3.8081 -2.2540 0.3055 0.0 0.0 0.0 0.00
C 2.5517 -1.4341 0.0586 0.0 0.0 0.1 0.00
N 1.4548 1.2533 1.0293 0.0 0.0 0.2 0.01
C 2.8288 1.4539 1.5225 0.0 0.0 -0.1 0.00
C 2.9592 2.7480 2.3149 0.0 0.0 0.0 0.00
C 2.6205 3.9674 1.4423 0.0 0.0 0.0 0.00
C 1.5914 3.5954 0.3662 0.0 0.0 0.0 0.00
C 0.6761 2.4916 0.8642 0.0 0.0 0.0 0.00
H -1.8878 -1.1379 3.3168 0.0 0.0 0.0 0.00
H -2.0102 0.0863 2.0682 0.0 0.0 0.0 0.00
H -2.9398 0.9768 4.1786 0.0 0.0 0.0 0.00
H -1.4791 1.8498 3.7584 0.0 0.0 0.0 0.00
H -1.9455 -0.0725 6.0374 0.0 0.0 0.0 0.00
H -0.9768 1.3851 5.9991 0.0 0.0 0.0 0.00
H -0.2346 -1.4201 5.1220 0.0 0.0 0.0 0.00
H 0.6991 -0.2902 6.0849 0.0 0.0 0.0 0.00
H 1.7071 -0.4844 3.8538 0.0 0.0 0.0 0.00
H 1.0299 1.1300 4.0487 0.0 0.0 0.0 0.00
H 0.7192 -3.1150 1.0139 0.0 0.0 0.0 0.00
H 0.7278 -2.5018 2.6675 0.0 0.0 0.0 0.00
H 2.2287 -4.4729 2.4331 0.0 0.0 0.0 0.00
H 3.1299 -3.0281 2.8900 0.0 0.0 0.0 0.00
H 2.8981 -4.1848 0.0746 0.0 0.0 0.0 0.00
H 4.3441 -4.2103 1.0740 0.0 0.0 0.0 0.00
H 4.3744 -2.3352 -0.6248 0.0 0.0 0.0 0.00
H 4.4374 -1.7270 1.0304 0.0 0.0 0.0 0.00
H 1.9375 -1.9254 -0.7078 0.0 0.0 0.0 0.00
H 2.8006 -0.4431 -0.3184 0.0 0.0 0.0 0.00
H 3.5169 1.4994 0.6672 0.0 0.0 0.0 0.00
H 3.1280 0.5927 2.1172 0.0 0.0 0.0 0.00
H 3.9718 2.8235 2.7150 0.0 0.0 0.0 0.00
H 2.2863 2.7075 3.1744 0.0 0.0 0.0 0.00
H 3.5236 4.3647 0.9747 0.0 0.0 0.0 0.00
H 2.2212 4.7636 2.0742 0.0 0.0 0.0 0.00
H 2.0912 3.2320 -0.5360 0.0 0.0 0.0 0.00
H 0.9976 4.4597 0.0690 0.0 0.0 0.0 0.00
H -0.1345 2.3258 0.1585 0.0 0.0 0.0 0.00
H 0.2129 2.7934 1.8168 0.0 0.0 0.0 0.00